Here is a molecular structure, C5H7NO from OMol25. Energies are from the ωB97M-V functional and the def2-TZVPD basis.

LUMO energy (eV): 0.5
HOMO level (hartree): -0.3497
Multiplicity: 1
Energy above the lowest of the compared OMol25 structures with the same formula, charge and spin (kcal/mol): 118.31

CARTESIAN COORDINATES (ANGSTROEM)
O  2.01861  -0.82729  -0.90402
C  1.37061  -0.40559  0.01901
C  0.35018  0.72713  0.01894
C  -1.13863  0.57369  -0.02480
C  -1.55711  -0.77329  0.49782
C  -0.81187  -0.55602  1.58420
N  -0.43514  0.82670  1.26156
H  1.48442  0.35723  -2.45106
H  1.55036  -0.79912  1.03490
H  0.71929  1.69075  -0.33902
H  -1.78375  1.34037  -0.44909
H  0.83974  0.54517  -2.77103
H  -2.20646  -1.55490  0.12632
H  -0.40027  -1.14482  2.39629

Forces on the atoms, in the same order (eV/Å):
O -0.25 0.21 0.53
C 0.24 -0.22 -0.19
C 0.15 0.00 -0.13
C -0.15 0.14 -0.31
C 0.06 -0.07 0.13
C -0.10 -0.22 0.13
N 0.06 0.10 0.29
H -0.21 0.09 -0.28
H 0.01 -0.05 -0.02
H 0.02 -0.25 0.05
H 0.22 -0.15 -0.01
H -0.02 0.20 -0.24
H 0.23 0.04 0.01
H -0.27 0.16 0.03

Here are the Mulliken charges for atoms 1 to 8, given in e: number 1, O, carries -0.439; number 2, C, carries 0.012; number 3, C, carries -0.071; number 4, C, carries -0.080; number 5, C, carries -0.155; number 6, C, carries -0.680; number 7, N, carries -0.542; number 8, H, carries -0.113